--- 1 ---
Computed, not measured: the molecule C6H13N, with ωB97M-V/def2-TZVPD.

As for the SMILES: C=CCCCCN. The HOMO-LUMO gap comes out at 10.26 eV. The calculation puts the HOMO energy at -9.111 eV. The net charge is 0. The calculation puts the LUMO energy at 1.15 eV.

Each line ends with the Mulliken charge.
CARTESIAN COORDINATES (ANGSTROEM)
C (1.3329, -0.3006, 1.2400)  -0.36
C (0.3257, 0.8677, 1.2320)  -0.78
C (-0.1377, 1.2968, -0.1923)  -0.72
C (-0.5294, 0.1704, -1.1311)  -0.60
C (-1.5898, -0.7531, -0.5267)  0.01
C (-2.3019, -1.5871, -1.2960)  -0.91
N (2.5988, 0.1669, 0.6842)  -0.58
H (0.7781, -1.0685, 0.6766)  0.28
H (1.6218, -0.6068, 2.2449)  0.36
H (-0.5090, 0.6096, 1.8954)  0.35
H (0.7395, 1.7609, 1.7056)  0.39
H (0.7662, 1.7845, -0.5488)  0.31
H (-0.9856, 1.9713, -0.0820)  0.32
H (-1.1132, 0.5023, -1.9878)  0.43
H (0.3355, -0.3659, -1.5357)  0.33
H (-1.8877, -0.7442, 0.5174)  0.24
H (-3.2354, -2.0144, -0.9525)  0.27
H (-1.9714, -1.8799, -2.2876)  0.28
H (2.5023, 0.7546, -0.1161)  0.19
H (3.2600, -0.5645, 0.4605)  0.21


--- 2 ---
Computed, not measured: the molecule C6H13N, with ωB97M-V/def2-TZVPD.

As for the SMILES: CCCN1C[C@H]1C. The HOMO-LUMO gap comes out at 10.32 eV. The calculation puts the HOMO energy at -9.078 eV. The net charge is 0. The calculation puts the LUMO energy at 1.25 eV.

Each line ends with the Mulliken charge.
CARTESIAN COORDINATES (ANGSTROEM)
C (-2.4559, 0.7978, 1.5347)  -1.24
C (-0.9936, 0.7187, 1.1112)  -0.19
C (-0.8052, 0.5169, -0.3887)  -0.67
N (0.6163, 0.4288, -0.6730)  -0.28
C (1.0432, -0.0633, -1.9668)  -0.45
C (1.1795, -0.9028, -0.7467)  0.26
C (2.4625, -1.1610, 0.0000)  -1.42
H (-2.9858, -0.1364, 1.3159)  0.32
H (-2.9766, 1.6081, 1.0110)  0.31
H (-2.5430, 0.9866, 2.6098)  0.35
H (-0.4624, 1.6348, 1.3946)  0.30
H (-0.4918, -0.1029, 1.6406)  0.21
H (-1.2242, 1.3685, -0.9403)  0.33
H (-1.3497, -0.3870, -0.7259)  0.35
H (1.9029, 0.4460, -2.4003)  0.24
H (0.2788, -0.3585, -2.6883)  0.28
H (0.4543, -1.7210, -0.6956)  0.32
H (3.0203, -1.9999, -0.4296)  0.35
H (3.0952, -0.2692, -0.0073)  0.33
H (2.2352, -1.4039, 1.0447)  0.28


--- 3 ---
Computed, not measured: a cluster of 2 separate species, C6H13N in total, with ωB97M-V/def2-TZVPD.

The HOMO-LUMO gap (spin up / spin down) comes out at 8.27 / 8.27 eV. The calculation puts the HOMO energy (spin up / spin down) at -7.131 / -7.130 eV. The net charge is 0. The calculation puts the LUMO energy (spin up / spin down) at 1.14 / 1.14 eV.

Each line ends with the Mulliken charge.
CARTESIAN COORDINATES (ANGSTROEM)
C (-2.1969, -1.2002, 1.6588)  -1.13
C (-1.0010, -0.2530, 1.5214)  -0.14
C (-0.1180, -0.6209, 0.3671)  -0.41
N (0.3489, 0.2715, -0.4393)  0.21
C (0.3307, 1.4995, -1.0010)  -0.63
C (1.1239, 0.4263, -1.6611)  0.13
C (2.6270, 0.2729, -1.5877)  -1.28
H (-1.8726, -2.2427, 1.7582)  0.30
H (-2.8518, -1.1330, 0.7837)  0.29
H (-2.7887, -0.9519, 2.5454)  0.34
H (-1.3536, 0.7752, 1.3665)  0.23
H (-0.4304, -0.2520, 2.4612)  0.27
H (-2.0880, 0.0121, -1.4163)  -0.03
H (0.1375, -1.6572, 0.1595)  0.38
H (0.6836, 2.3969, -0.5065)  0.19
H (-1.7446, 0.6748, -1.5343)  -0.02
H (0.6676, -0.0557, -2.5336)  0.31
H (3.0674, 0.7634, -2.4641)  0.36
H (3.0254, 0.7617, -0.6930)  0.33
H (2.9498, -0.7747, -1.5983)  0.30


--- 4 ---
Computed, not measured: a cluster of 2 separate species, C6H13N in total, with ωB97M-V/def2-TZVPD.

The HOMO-LUMO gap comes out at 8.67 eV. The calculation puts the HOMO energy at -7.722 eV. The net charge is 0. The calculation puts the LUMO energy at 0.94 eV.

Each line ends with the Mulliken charge.
CARTESIAN COORDINATES (ANGSTROEM)
C (-0.3238, 0.1228, 3.1828)  -0.90
C (0.3322, 1.2228, 0.4686)  -0.76
C (-1.0478, 0.8358, 0.0441)  -0.45
N (-0.1473, 0.5164, -1.0453)  0.20
C (-0.5552, -0.0295, -2.3459)  -0.23
C (0.2033, -0.8454, -1.3508)  0.02
C (1.6753, -1.1373, -1.4516)  -1.46
H (-1.0193, -0.7051, 3.0150)  0.23
H (-0.8916, 1.0346, 3.3959)  0.25
H (0.3351, -0.1054, 4.0223)  0.32
H (0.3846, 2.3224, 0.4129)  0.11
H (0.2827, 0.2790, 2.2826)  0.25
H (-1.7623, 1.6111, -0.2530)  0.30
H (-1.5377, -0.0291, 0.5020)  0.25
H (-0.0719, 0.3468, -3.2431)  0.24
H (-1.6197, -0.2445, -2.4460)  0.27
H (-0.3802, -1.5885, -0.8056)  0.34
H (1.8625, -2.1019, -1.9344)  0.39
H (2.1914, -0.3519, -2.0118)  0.31
H (2.0896, -1.1533, -0.4387)  0.30


Which structure is the most stable? The one labeled 2.


--- 1 ---
Computed, not measured: a cluster of 2 separate species, C4H4FN in total, with ωB97M-V/def2-TZVPD.

As for the SMILES: C=C=N.C#CF. The HOMO-LUMO gap comes out at 9.95 eV. The calculation puts the HOMO energy at -9.161 eV. The net charge is 0. The calculation puts the LUMO energy at 0.79 eV.

Each line ends with the Mulliken charge.
CARTESIAN COORDINATES (ANGSTROEM)
C (-1.3954, 0.2972, 0.0995)  0.58
C (1.4081, -1.3101, 0.0457)  -0.23
C (2.0981, -0.3436, -0.0515)  0.06
C (-0.7075, 1.3535, -0.0559)  -0.95
N (-1.6373, -0.8915, -0.0364)  -0.45
F (2.7487, 0.7764, 0.0742)  -0.23
H (0.6604, -1.9678, -0.2562)  0.39
H (-2.4005, -1.3446, 0.4226)  0.24
H (0.1376, 1.5070, 0.6253)  0.30
H (-0.9120, 1.9236, -0.8673)  0.29


--- 2 ---
Computed, not measured: the molecule C4H4FN, with ωB97M-V/def2-TZVPD.

The HOMO-LUMO gap (spin up / spin down) comes out at 8.99 / 9.42 eV. The calculation puts the HOMO energy (spin up / spin down) at -9.467 / -9.518 eV. The net charge is 0. The calculation puts the LUMO energy (spin up / spin down) at -0.48 / -0.10 eV.

Each line ends with the Mulliken charge.
CARTESIAN COORDINATES (ANGSTROEM)
C (0.0806, 1.4568, 0.0112)  0.11
C (-0.1029, 0.0332, 0.2024)  0.43
C (-0.6860, -0.0245, 1.3923)  -0.04
C (0.2389, -0.9995, -0.8215)  -1.12
N (-0.4782, 2.1871, 0.8853)  -0.45
F (-1.1697, -1.0630, 2.0852)  -0.20
H (0.9173, 1.9687, -0.5772)  0.32
H (1.3217, -1.3212, -0.6378)  0.26
H (0.3323, -0.4522, -1.7073)  0.35
H (-0.4541, -1.7854, -0.8327)  0.35


--- 3 ---
Computed, not measured: the molecule C4H4FN, with ωB97M-V/def2-TZVPD.

As for the SMILES: N#CC1(F)CC1. The HOMO-LUMO gap comes out at 12.07 eV. The calculation puts the HOMO energy at -11.212 eV. The net charge is 0. The calculation puts the LUMO energy at 0.86 eV.

Each line ends with the Mulliken charge.
CARTESIAN COORDINATES (ANGSTROEM)
C (-2.7044, -0.3558, 0.0909)  0.04
C (-0.0836, 0.1791, 0.7611)  -0.53
C (-0.1231, -0.0201, -0.7082)  -0.69
C (-1.2894, 0.6275, -0.0524)  0.72
N (-3.7081, -0.8633, 0.2279)  -0.34
F (-1.5896, 1.9364, -0.2212)  -0.27
H (-0.1881, -0.8282, 1.3599)  0.23
H (0.5138, 0.9327, 1.4008)  0.26
H (0.4693, 0.8354, -1.0864)  0.23
H (-0.2339, -0.8821, -1.2463)  0.35


--- 4 ---
Computed, not measured: the molecule C4H4FN, with ωB97M-V/def2-TZVPD.

As for the SMILES: C=C(C#N)CF. The HOMO-LUMO gap comes out at 10.91 eV. The calculation puts the HOMO energy at -10.539 eV. The net charge is 0. The calculation puts the LUMO energy at 0.37 eV.

Each line ends with the Mulliken charge.
CARTESIAN COORDINATES (ANGSTROEM)
C (-0.8569, -0.8822, -0.0014)  -0.23
C (0.1530, 0.2208, 0.0308)  0.45
C (-0.2600, 1.4908, -0.0073)  -0.83
C (1.5058, -0.1562, 0.0537)  0.13
H (-0.7689, -1.5568, -0.8431)  0.29
H (-0.8083, -1.4327, 0.9401)  0.26
H (-1.2984, 1.8217, -0.0700)  0.30
H (0.4298, 2.3137, 0.0224)  0.31
N (2.6113, -0.3919, -0.0481)  -0.39
F (-2.1206, -0.2713, -0.0187)  -0.29


Which structure is the most stable? The one labeled 4.


--- 1 ---
Computed, not measured: a cluster of 2 separate species, C6H15NO3 in total, with ωB97M-V/def2-TZVPD.

As for the SMILES: C[C@@](N)(O)C(=O)O.CCC. The HOMO-LUMO gap comes out at 10.05 eV. The calculation puts the HOMO energy at -9.496 eV. The net charge is 0. The calculation puts the LUMO energy at 0.55 eV.

Each line ends with the Mulliken charge.
CARTESIAN COORDINATES (ANGSTROEM)
C (0.7005, -1.7926, -0.8288)  0.85
C (1.3085, -1.8606, 0.5634)  -1.46
C (0.0209, -0.3148, -1.1236)  0.43
N (1.7105, -2.0130, -1.8337)  -0.65
O (-0.3357, -2.6940, -0.9766)  -0.60
O (0.9349, 0.6694, -1.1284)  -0.45
O (-0.9630, -0.3043, -1.8432)  -0.66
H (-1.0244, -2.2537, -1.5184)  0.41
H (0.5437, 1.4571, -1.5399)  0.41
H (2.4545, -1.3300, -1.7814)  0.26
H (1.3174, -2.0296, -2.7672)  0.25
H (2.0293, -1.0564, 0.6943)  0.31
H (0.5231, -1.7837, 1.3128)  0.33
H (1.8001, -2.8251, 0.6782)  0.45
C (-1.1970, 1.0779, 1.1606)  0.55
C (-0.0295, 1.6639, 1.9372)  -1.18
C (-1.8467, 2.0861, 0.2275)  -1.28
H (-1.9474, 0.6769, 1.8453)  0.42
H (-0.7732, 0.1489, 0.5412)  -0.35
H (-0.3253, 2.5709, 2.4654)  0.42
H (-2.5800, 1.5992, -0.4160)  0.32
H (0.3388, 0.9553, 2.6773)  0.32
H (0.7860, 1.9105, 1.2583)  0.23
H (-2.3435, 2.8812, 0.7991)  0.42
H (-1.1025, 2.5604, -0.4037)  0.25


--- 2 ---
Computed, not measured: a structure of composition C6H15NO3, with ωB97M-V/def2-TZVPD.

The HOMO-LUMO gap comes out at 9.47 eV. The calculation puts the HOMO energy at -8.818 eV. The net charge is 0. The calculation puts the LUMO energy at 0.65 eV.

Each line ends with the Mulliken charge.
CARTESIAN COORDINATES (ANGSTROEM)
C (-0.5470, 2.4620, -0.3121)  -0.18
C (1.9765, 2.3452, -1.6523)  -0.97
C (0.9282, 0.2082, -1.1584)  -0.75
N (1.1232, 1.5906, -0.7521)  -0.17
O (-0.6141, 2.2968, 0.9120)  -0.70
H (1.4370, 1.6489, 0.2347)  0.34
H (-0.2560, 3.4424, -0.7285)  0.31
H (-1.1581, 1.8585, -1.0095)  0.22
H (2.1199, 3.3519, -1.2653)  0.35
H (1.4946, 2.4094, -2.6281)  0.35
H (2.9549, 1.8708, -1.7817)  0.34
H (0.4536, 0.1902, -2.1396)  0.36
H (0.2803, -0.2857, -0.4366)  0.13
H (1.8781, -0.3323, -1.2187)  0.38
C (-1.3964, -0.5011, 2.1809)  -0.58
C (-0.6409, -3.4871, 0.1594)  -0.99
C (-1.2074, -2.6828, 1.3042)  0.72
O (-0.9034, -1.3869, 1.1705)  -0.25
O (-1.8531, -3.1312, 2.2131)  -0.58
H (-2.4645, -0.6668, 2.3298)  0.30
H (-0.8766, -0.6875, 3.1222)  0.28
H (-1.2025, 0.5111, 1.8235)  0.23
H (-1.1744, -3.2330, -0.7523)  0.26
H (0.4081, -3.2465, 0.0197)  0.29
H (-0.7601, -4.5449, 0.3652)  0.32


--- 3 ---
Computed, not measured: a cluster of 2 separate species, C6H15NO3 in total, with ωB97M-V/def2-TZVPD.

As for the SMILES: CC(C)(N)C(O)O.CC=O. The HOMO-LUMO gap comes out at 10.38 eV. The calculation puts the HOMO energy at -9.781 eV. The net charge is 0. The calculation puts the LUMO energy at 0.60 eV.

Each line ends with the Mulliken charge.
CARTESIAN COORDINATES (ANGSTROEM)
C (1.1728, 0.4675, -0.4534)  1.38
C (2.6335, 0.0181, -0.3482)  -1.75
C (0.9796, 1.8363, 0.2009)  -1.68
C (0.2959, -0.5884, 0.2646)  0.74
N (0.7699, 0.4284, -1.8690)  -0.70
O (0.1805, -1.7658, -0.4502)  -0.57
O (0.5599, -0.7595, 1.5508)  -0.62
H (0.3572, -1.5216, -1.3777)  0.43
H (1.4847, 0.8382, -2.4585)  0.28
H (-0.0871, 0.9513, -2.0175)  0.22
H (1.2081, 1.7833, 1.2637)  0.35
H (2.9165, -0.0667, 0.6986)  0.38
H (3.2857, 0.7436, -0.8368)  0.45
H (2.7718, -0.9528, -0.8222)  0.37
H (1.6419, 2.5683, -0.2625)  0.43
H (-0.0488, 2.1829, 0.0847)  0.34
C (-2.2298, -0.1683, 1.0629)  0.53
C (-2.9345, -1.2077, 0.2266)  -1.05
O (-1.7904, -0.4594, 2.2110)  -0.63
H (-0.3799, -0.6941, 2.0829)  0.41
H (-2.5764, 0.8687, 0.8951)  0.28
H (-0.8704, -0.0928, 0.2597)  -0.54
H (-3.8646, -1.4893, 0.7263)  0.35
H (-3.1714, -0.8270, -0.7674)  0.31
H (-2.3047, -2.0931, 0.1358)  0.29


Which structure is the most stable? The one labeled 1.